## w
A gas-phase ion, C4H7N4 (charge +1), computed with ωB97M-V/def2-TZVPD.

Geometry (Å):
N (-2.80403, 0.00591, 0.05951)
N (-0.79250, 0.45982, -0.08606)
N (1.56454, 0.42458, 0.36784)
N (-2.00637, 1.02271, 0.02834)
C (0.39279, 1.24844, -0.24387)
C (-0.90618, -0.86811, -0.06222)
C (1.44472, -0.92862, -0.02149)
C (-2.15946, -1.20359, 0.03035)
H (0.10864, 2.22557, 0.09535)
H (1.77439, -1.69086, 0.71827)
H (2.52587, 0.71210, 0.10672)
H (1.65698, 0.40694, 1.33965)
H (0.69160, 1.26681, -1.26142)
H (1.32547, -1.02031, -1.10462)
H (-2.81646, -2.06140, 0.03366)

Summary:
2S+1 = 1
Net charge = +1
HOMO (spin up / spin down) = -14.110 / -14.110 eV
Kohn-Sham gap (spin up / spin down) = 0.3132 / 0.3132 Eh

## x
A gas-phase ion, C4H7N4 (charge +1), computed with ωB97M-V/def2-TZVPD.

Geometry (Å):
N (-4.27676, 1.57702, -0.00097)
N (-3.20135, 1.34725, 0.25968)
N (-0.31927, -0.48900, -0.90064)
N (0.51752, -0.89750, -0.16512)
C (-2.03659, 0.86994, 0.44841)
C (-1.22528, 0.66139, -0.77378)
C (2.81748, -0.59905, 0.52791)
C (1.49193, -1.33861, 0.45716)
H (3.04215, 0.03790, -0.36242)
H (3.62127, -1.38713, 0.74188)
H (-1.66739, 0.76713, 1.43338)
H (-0.41470, 1.37570, -1.03343)
H (1.29552, -2.27416, 0.79986)
H (2.74078, -0.01270, 1.42275)
H (-1.92767, 0.72223, -1.61036)

Summary:
2S+1 = 1
Net charge = +1
HOMO = -12.668 eV
Kohn-Sham gap = 0.2693 Eh

## y
A gas-phase ion, C4H7N4 (charge +1), computed with ωB97M-V/def2-TZVPD.

Geometry (Å):
N (3.01835, -0.95528, 0.36356)
N (-0.50830, 0.33625, 0.10404)
N (-2.92947, 0.68563, -0.07998)
N (-2.65220, -0.69933, -0.09951)
C (-1.16797, -1.02449, 0.00396)
C (0.96460, 0.68946, 0.27104)
C (-1.59698, 1.41551, 0.06559)
C (2.00302, -0.38096, -0.40934)
H (-3.37550, -1.47367, -0.16220)
H (1.22042, 1.79503, -0.04732)
H (-1.49449, 2.57885, 0.14494)
H (1.16797, 0.64672, 1.44663)
H (-0.59292, -2.04305, 0.03851)
H (2.00963, -0.70722, -1.55111)
H (3.58651, -1.60922, -0.22766)

Summary:
2S+1 = 1
Net charge = +1
HOMO = -14.319 eV
Kohn-Sham gap = 0.3449 Eh
SMILES = [H]/N=C/Cn1cn[nH+]c1

Result of the stability comparison: w is the least stable of them.

## w
A molecular structure, C5H9NO3, computed with ωB97M-V/def2-TZVPD.

Geometry (Å):
O (-1.49578, -1.67824, -1.11478)
O (0.75491, 0.83202, 0.15816)
O (-1.27720, 1.50315, -1.20986)
N (1.43178, 1.74437, -0.70283)
C (0.75858, -0.85298, -0.57107)
C (-1.06361, 0.72160, -0.30373)
C (-0.66126, -0.87535, -0.82044)
C (1.32845, -1.76415, 0.46847)
C (-1.86312, 0.61405, 0.96574)
H (2.05603, -2.43299, -0.00103)
H (1.68193, 2.52912, -0.10518)
H (0.71908, 2.08414, -1.35835)
H (-2.08746, 1.62029, 1.32076)
H (1.84638, -1.22498, 1.25909)
H (-1.30156, 0.07927, 1.73070)
H (-2.78442, 0.06890, 0.76391)
H (0.56976, -2.38841, 0.93630)
H (1.38751, -0.57981, -1.41585)

Summary:
2S+1 = 1
HOMO = -8.268 eV
Kohn-Sham gap = 0.3157 Eh

## x
A single C5H9NO3 molecule, computed with ωB97M-V/def2-TZVPD.

Geometry (Å):
O (-2.63137, 0.53852, -1.43798)
O (-0.62964, 0.87684, 1.38428)
O (0.55000, -0.52423, -1.08747)
N (-3.09755, 0.04404, 0.72822)
C (1.86160, -0.82426, -0.65147)
C (-0.88110, 0.77698, 0.20974)
C (2.09876, -0.65905, 0.84704)
C (0.13791, 0.82137, -0.91607)
C (-2.30008, 0.43909, -0.27837)
H (-2.73214, 0.03382, 1.66628)
H (-4.05812, -0.19953, 0.55709)
H (3.10459, -0.98884, 1.08877)
H (1.99538, -1.86972, -0.93883)
H (-0.35619, 1.13159, -1.84283)
H (0.97484, 1.48531, -0.68000)
H (1.38680, -1.25247, 1.40947)
H (1.99007, 0.37909, 1.15178)
H (2.58622, -0.20853, -1.20967)

Summary:
2S+1 = 1
HOMO = -9.407 eV
Kohn-Sham gap = 0.3490 Eh
SMILES = CCOCC(=O)C(N)=O

Result of the stability comparison: w is the least stable of them.

## w
2 unconnected molecules or ions with the total composition C5H9NO3, computed with ωB97M-V/def2-TZVPD.

Geometry (Å):
O (2.07447, 2.32469, -1.45180)
O (-2.15270, -1.12290, -0.48420)
O (2.94585, 0.30133, -1.19810)
N (-1.24216, -0.48924, 0.38623)
C (-1.82806, -0.17446, 1.68657)
C (0.29883, -0.68101, 0.09343)
C (0.02218, 0.70083, -0.15872)
C (1.97824, 1.02490, -0.99678)
C (1.02181, -1.74255, -0.16663)
H (-0.47542, 1.03604, -1.06654)
H (2.97544, 2.41256, -1.82974)
H (-2.33213, -1.05633, 2.08452)
H (-1.03612, 0.12320, 2.37524)
H (2.02406, -1.57188, -0.56527)
H (0.63201, -2.73273, 0.03917)
H (0.20367, 1.40172, 0.65409)
H (-2.54816, 0.64197, 1.58359)
H (-2.56182, -0.39614, -0.98505)

Summary:
2S+1 = 1
HOMO = -7.397 eV
Kohn-Sham gap = 0.2878 Eh

## x
2 unconnected molecules or ions with the total composition C5H9NO3, computed with ωB97M-V/def2-TZVPD.

Geometry (Å):
O (-0.77468, 2.17298, 1.69771)
O (0.36440, -2.80415, -2.82542)
O (-0.73055, -1.28544, -0.86838)
N (-2.05914, 0.57799, 0.74192)
C (-0.86304, 1.13089, 1.07066)
C (-0.22724, -2.89461, -1.85551)
C (0.37743, 0.33081, 0.62881)
C (1.63497, 1.19232, 0.74019)
C (0.24902, -0.26026, -0.78483)
H (1.61739, 2.00087, 0.00701)
H (1.69587, 1.65123, 1.72463)
H (-0.01320, 0.53081, -1.49672)
H (-2.89416, 1.08926, 0.97660)
H (2.52990, 0.59052, 0.57146)
H (-2.10448, -0.23432, 0.14238)
H (-0.49296, -2.62435, -0.70711)
H (1.23237, -0.65028, -1.08687)
H (0.45812, -0.51426, 1.32349)

Summary:
2S+1 = 1
HOMO = -9.468 eV
Kohn-Sham gap = 0.3448 Eh

## y
A single C5H9NO3 molecule, computed with ωB97M-V/def2-TZVPD.

Geometry (Å):
O (0.63440, 1.02224, -1.90572)
O (0.18791, 2.35096, -0.09337)
O (2.47726, -0.11365, -0.29454)
N (1.21561, 0.23318, 0.24134)
C (-2.01670, -0.44886, -0.91957)
C (0.40992, 1.16950, -0.72523)
C (0.20984, -0.88395, 0.44106)
C (0.23244, -1.42242, 1.74922)
C (-1.15451, -0.03149, 0.03117)
H (-0.14518, -2.42206, 1.90508)
H (-3.07949, -0.24903, -0.86132)
H (-1.67170, -1.00752, -1.78329)
H (0.17145, -0.74750, 2.59702)
H (0.37752, -1.58358, -0.37481)
H (-0.03043, 3.00778, -0.77249)
H (-1.54056, 0.52041, 0.88579)
H (2.30065, -0.07869, -1.25690)
H (1.42159, 0.68467, 1.13656)

Summary:
2S+1 = 1
HOMO (spin up / spin down) = -6.200 / -7.433 eV
Kohn-Sham gap (spin up / spin down) = 0.2148 / 0.2769 Eh

Result of the stability comparison: w is the least stable of them.

## w
A gas-phase ion, C5H13N2O (charge +1), computed with ωB97M-V/def2-TZVPD.

Geometry (Å):
O (-2.77166, -0.15035, 0.67701)
N (2.84240, 0.23043, -0.74349)
N (-0.45682, 0.45455, 1.44158)
C (0.94661, 1.59883, -0.87217)
C (1.49830, 0.35654, -0.73509)
C (0.69282, -0.94396, -0.40667)
C (-1.86511, -0.77449, -0.22030)
C (-0.51244, -0.77461, 0.56338)
H (1.22219, 2.37477, -1.56961)
H (-3.69861, -0.31478, 0.51618)
H (3.42272, 0.99268, -1.04256)
H (0.30281, 1.12203, 1.20895)
H (-0.32443, 0.19525, 2.41647)
H (3.22665, -0.63411, -0.40585)
H (-2.20237, -1.80185, -0.30029)
H (0.30382, -1.29601, -1.37650)
H (-1.34111, 0.96492, 1.28917)
H (-0.53396, -1.61379, 1.28290)
H (1.45972, -1.69051, -0.19700)
H (-0.11254, 1.76041, -0.70163)
H (-1.71521, -0.15887, -1.09636)

Summary:
2S+1 = 1
Net charge = +1
HOMO = -11.806 eV
Kohn-Sham gap = 0.3220 Eh
SMILES = C=C(N)C[C@@H]([NH3+])CO

## x
A gas-phase ion, C5H13N2O (charge +1), computed with ωB97M-V/def2-TZVPD.

Geometry (Å):
O (0.81023, 3.29549, -0.25014)
N (0.26051, -1.20488, 0.97109)
N (-0.18688, -3.20238, -0.29092)
C (-0.87696, 1.47515, -0.26614)
C (-0.11190, 0.31671, -0.96803)
C (-0.20420, -2.41387, 0.83523)
C (-0.12063, 2.56667, 0.46797)
C (0.96556, -0.35107, -0.10487)
H (1.50982, -1.15250, -0.68229)
H (-1.42836, 1.10344, 0.55001)
H (-1.63797, 1.84118, -0.87692)
H (-0.11617, -0.66044, 1.80158)
H (-0.54469, -4.14940, -0.26784)
H (0.45393, -3.01409, -1.03492)
H (0.44017, 2.09423, 1.14987)
H (1.72926, 0.41591, 0.36931)
H (-0.91376, -0.50905, -1.13031)
H (-0.71888, -2.99532, 1.67020)
H (1.24145, 2.81257, -0.94181)
H (0.24747, 0.50563, -2.06446)
H (-0.79801, 3.22604, 1.06339)

Summary:
2S+1 = 1
Net charge = +1
HOMO = -13.263 eV
Kohn-Sham gap = 0.3488 Eh
SMILES = N/C=[NH+]\CCCCO

Result of the stability comparison: x is the least stable of them.

## w
2 unconnected molecules or ions with the total composition C5H13N2O, computed with ωB97M-V/def2-TZVPD.

Geometry (Å):
O (1.44316, 1.72260, -0.51071)
N (-1.83917, 1.10306, 0.84798)
N (-1.04864, 0.70316, -1.30886)
C (1.82114, -1.28738, -0.30615)
C (-1.48983, 0.34221, -0.14978)
C (1.24508, 1.05331, 0.69181)
C (-1.62637, -1.19753, -0.07956)
C (1.42729, -0.26707, 0.74006)
H (-0.77468, -0.06056, -1.93384)
H (-2.10643, 0.68202, 1.70472)
H (-0.58004, 1.58337, -1.29909)
H (-0.95253, -1.59550, -0.69535)
H (-2.56237, -1.38967, -0.34680)
H (-1.77522, 2.07918, 0.66818)
H (1.13737, -2.14458, -0.54064)
H (1.95721, -0.71983, -1.19366)
H (2.31493, 2.09380, -0.49426)
H (-1.53790, -1.54751, 0.87024)
H (2.76558, -1.72160, 0.15271)
H (0.86080, 1.45918, 1.63166)
H (1.32063, -0.89066, 1.55132)

Summary:
2S+1 = 1
Net charge = +1
HOMO = -13.185 eV
Kohn-Sham gap = 0.3767 Eh

## x
A gas-phase ion, C5H13N2O (charge +1), computed with ωB97M-V/def2-TZVPD.

Geometry (Å):
O (-1.19317, -0.39407, -1.42550)
N (1.33220, -1.25277, -1.31555)
N (0.86948, 1.72693, -0.16251)
C (-0.55288, 1.41748, 0.30307)
C (1.67075, 0.54645, 0.22562)
C (-0.77936, -0.13713, -0.05822)
C (0.88187, -0.77684, -0.02548)
C (-1.61746, -0.92436, 0.94834)
H (-0.74343, 1.83934, 1.35311)
H (2.61372, 0.40780, -0.35590)
H (1.14586, -2.26977, -1.54760)
H (2.09302, 0.67689, 1.20956)
H (1.41506, 2.49095, 0.28084)
H (0.99164, -1.64565, 0.72490)
H (0.96186, 1.87555, -1.12397)
H (-1.09875, 2.06247, -0.36960)
H (-1.13661, -0.61056, 1.91746)
H (-2.76886, -0.80200, 1.00721)
H (0.89175, -0.71573, -2.13375)
H (-2.17018, -0.48502, -1.45420)
H (-1.50479, -1.96276, 0.92988)

Summary:
2S+1 = 1
Net charge = +1
HOMO = -12.996 eV
Kohn-Sham gap = 0.3566 Eh
SMILES = C[C@@]1(O)C[NH2+]C[C@@H]1N

Result of the stability comparison: x is the least stable of them.

## w
A gas-phase ion, C5H13N2O (charge +1), computed with ωB97M-V/def2-TZVPD.

Geometry (Å):
O (-0.52198, -1.77319, -0.96068)
N (1.19469, -1.10684, 0.88776)
N (-2.35307, 0.86998, 0.48921)
C (-0.03050, 0.92473, 0.01651)
C (1.33931, 0.23416, 0.39758)
C (-1.25792, 0.10237, 0.35208)
C (2.34793, 0.31429, -0.75479)
C (-1.59929, -1.09896, -0.77798)
H (-0.03293, 1.20114, -1.04040)
H (2.92696, 1.24496, -0.64433)
H (0.87318, -1.79681, 0.19439)
H (1.69382, 0.85685, 1.21433)
H (-3.20399, 0.44239, 0.80597)
H (-2.44056, -1.67354, -0.40151)
H (-1.02989, -0.52829, 1.25723)
H (3.10923, -0.47822, -0.68859)
H (-1.86926, -0.47667, -1.62097)
H (1.89140, 0.26531, -1.73571)
H (-2.21883, 1.85898, 0.58425)
H (1.20382, -1.25360, 1.88385)
H (-0.02212, 1.87098, 0.54179)

Summary:
2S+1 = 1
Net charge = +1
HOMO = -13.651 eV
Kohn-Sham gap = 0.2137 Eh

## x
2 unconnected molecules or ions with the total composition C5H13N2O, computed with ωB97M-V/def2-TZVPD.

Geometry (Å):
O (-0.85227, -0.73412, -0.16624)
N (-3.01373, -2.28759, -3.55597)
N (-0.60179, 1.97112, 0.85772)
C (1.77701, 1.47959, 1.15742)
C (0.41102, 1.54381, 1.78673)
C (1.33654, -0.75640, 0.51179)
C (1.71968, 0.49827, -0.03964)
C (0.03781, -1.41049, 0.24984)
H (0.23142, 0.52936, 2.23244)
H (-2.73424, -2.97116, -4.22876)
H (2.17827, 2.44603, 0.87859)
H (-0.11904, -2.46638, 0.47541)
H (-1.43986, 2.26638, 1.35824)
H (2.02673, -1.19641, 1.23684)
H (2.44169, 1.02347, 1.89501)
H (2.75504, 0.36346, -0.39674)
H (-0.88276, 1.25133, 0.21635)
H (-2.71363, -2.53100, -2.63802)
H (0.37215, 2.26831, 2.60055)
H (-4.00676, -2.08292, -3.57415)
H (1.07671, 0.79534, -0.85741)

Summary:
2S+1 = 1
Net charge = +1
HOMO = -12.023 eV
Kohn-Sham gap = 0.1450 Eh

Result of the stability comparison: w is the least stable of them.